[1]
{
  "formula": "C6H24CaN5O9",
  "method": "ωB97M-V/def2-TZVPD",
  "symbols": ["Ca", "N", "O", "O", "O", "C", "O", "H", "H", "H", "H", "C", "O", "H", "H", "H", "H", "C", "O", "H", "H", "H", "H", "C", "O", "H", "H", "H", "H", "C", "O", "N", "N", "H", "H", "H", "H", "C", "O", "N", "N", "H", "H", "H", "H"],
  "xyz": [[-3.430, 6.419, -3.309], [-1.474, 1.310, -0.380], [-0.384, 1.523, 0.080], [-2.221, 2.246, -0.460], [-1.853, 0.129, -0.688], [-1.622, 4.304, 5.483], [-1.226, 2.968, 5.634], [-1.180, 4.672, 4.557], [-2.678, 4.449, 5.252], [-1.325, 4.880, 6.359], [-1.365, 2.496, 4.810], [3.414, 0.867, -4.465], [4.306, 1.604, -5.174], [3.397, -0.121, -4.924], [3.526, 0.779, -3.384], [2.448, 1.363, -4.557], [5.160, 1.236, -4.938], [5.074, 4.508, 6.815], [4.823, 4.513, 5.460], [5.144, 3.505, 7.236], [6.007, 5.031, 7.024], [4.172, 4.941, 7.249], [4.168, 3.826, 5.316], [4.162, -3.170, 2.533], [3.861, -2.207, 3.445], [3.272, -3.796, 2.463], [4.459, -2.679, 1.606], [5.022, -3.719, 2.916], [3.087, -1.703, 3.186], [-4.570, -6.776, 0.319], [-5.335, -6.584, -0.589], [-4.604, -7.901, 0.980], [-3.605, -5.979, 0.720], [-5.451, -8.450, 0.961], [-3.877, -8.011, 1.672], [-3.212, -6.082, 1.645], [-3.508, -5.070, 0.291], [-2.826, 1.042, -7.345], [-2.964, 2.065, -6.620], [-2.975, 0.994, -8.634], [-2.503, -0.115, -6.888], [-3.303, 1.765, -9.198], [-2.808, 0.101, -9.075], [-2.802, -0.874, -7.483], [-2.400, -0.299, -5.900]],
  "homo_lumo_gap_ev": 2.310,
  "lumo_ha": -0.2996,
  "charge": 1,
  "e_above_lowest_kj_mol": 795.0,
  "energy_ha": -1870.9208,
  "e_homo_ev": -10.46
}

[2]
{
  "formula": "C3H5N3",
  "method": "ωB97M-V/def2-TZVPD",
  "symbols": ["C", "C", "N", "C", "N", "N", "H", "H", "H", "H", "H"],
  "xyz": [[-1.133, -0.583, -0.226], [0.265, -0.605, 0.542], [0.160, 0.773, 0.922], [0.863, 1.353, 0.032], [1.688, 0.469, -0.735], [1.383, -0.701, -0.398], [-0.907, -0.379, -1.275], [-1.826, 0.205, 0.113], [-1.607, -1.540, -0.071], [0.316, -1.398, 1.298], [0.797, 2.406, -0.201]],
  "homo_lumo_gap_ev": 10.062,
  "lumo_ha": -0.0051,
  "smiles": "C[C@@H]1N=CN=N1",
  "e_above_lowest_kj_mol": 224.4,
  "energy_ha": -281.5046,
  "e_homo_ev": -10.20
}

[3]
{
  "formula": "C9H29FNO6Zr",
  "method": "ωB97M-V/def2-TZVPD",
  "symbols": ["Zr", "F", "O", "H", "H", "O", "H", "H", "O", "H", "H", "O", "H", "H", "O", "H", "H", "C", "C", "C", "C", "C", "C", "N", "O", "C", "C", "C", "H", "H", "H", "H", "H", "H", "H", "H", "H", "H", "H", "H", "H", "H", "H", "H", "H", "H", "H"],
  "xyz": [[-0.517, -4.559, 1.049], [-0.100, -2.593, 0.213], [1.630, -3.845, 2.143], [2.426, -4.191, 1.739], [1.939, -3.373, 2.916], [2.571, -1.609, -0.718], [1.653, -1.788, -0.513], [2.999, -1.542, 0.135], [-2.739, -3.466, 0.639], [-3.620, -3.624, 0.979], [-2.863, -2.819, -0.055], [0.890, -0.911, 2.600], [0.233, -1.416, 3.080], [0.722, -1.113, 1.679], [-1.188, -4.944, -1.029], [-0.664, -5.298, -1.748], [-2.069, -4.858, -1.394], [-2.114, 2.525, 0.070], [-1.126, 1.243, 0.061], [-1.094, 0.577, -1.363], [-0.304, 1.445, -2.420], [1.078, 1.624, -1.873], [1.155, 2.118, -0.431], [0.245, 1.495, 0.499], [0.401, 1.918, 1.844], [2.683, 1.837, 0.095], [0.922, 3.655, -0.406], [-1.813, 0.201, 0.987], [-2.016, 2.978, -0.917], [-1.969, 3.360, 0.755], [-3.162, 2.255, 0.193], [-0.661, -0.423, -1.409], [-2.115, 0.446, -1.721], [-0.832, 2.365, -2.672], [-0.240, 0.857, -3.336], [1.435, 2.351, -2.603], [1.726, 0.755, -1.989], [2.916, 0.786, 0.266], [3.344, 2.060, -0.742], [2.843, 2.448, 0.984], [0.195, 3.883, -1.185], [0.484, 4.041, 0.515], [1.801, 4.240, -0.678], [-2.056, 0.545, 1.992], [-1.224, -0.702, 1.143], [-2.745, -0.103, 0.510], [0.937, 1.170, 2.118]],
  "homo_lumo_gap_ev": 2.252,
  "lumo_ha": -0.5301,
  "charge": 3,
  "e_above_lowest_kj_mol": 14.0,
  "energy_ha": -1012.1666,
  "e_homo_ev": -16.68
}

[4]
{
  "formula": "C5H10N2O",
  "method": "ωB97M-V/def2-TZVPD",
  "symbols": ["C", "C", "C", "C", "C", "N", "O", "N", "H", "H", "H", "H", "H", "H", "H", "H", "H", "H"],
  "xyz": [[1.821, -1.046, -0.216], [0.960, 0.066, 0.343], [0.936, 1.028, -0.857], [-0.160, 1.166, 0.051], [-1.209, 0.227, 0.455], [-1.857, -0.458, -0.613], [-2.160, 0.633, 1.410], [-0.194, -0.589, 1.034], [1.309, -1.606, -1.007], [2.091, -1.753, 0.577], [2.765, -0.658, -0.618], [1.691, 1.809, -0.881], [0.708, 0.649, -1.849], [-0.170, 2.037, 0.700], [-1.163, -0.927, -1.189], [-2.401, -1.226, -0.225], [-2.832, 1.052, 0.848], [-0.135, -0.406, 2.036]],
  "homo_lumo_gap_ev": [7.234, 7.234],
  "lumo_ha": [0.0269, 0.0269],
  "smiles": "C[C@]12C[C@H]1[C@](N)(O)N2",
  "e_above_lowest_kj_mol": 670.2,
  "energy_ha": -381.0302,
  "e_homo_ev": [-6.50, -6.50]
}

[5]
{
  "formula": "C6H16N2",
  "method": "ωB97M-V/def2-TZVPD",
  "symbols": ["C", "C", "C", "C", "C", "N", "C", "N", "H", "H", "H", "H", "H", "H", "H", "H", "H", "H", "H", "H", "H", "H", "H", "H"],
  "xyz": [[2.902, -0.601, 0.382], [2.179, 0.354, -0.555], [0.659, -0.116, -0.911], [-0.148, 0.242, 0.297], [-0.570, 1.702, 0.392], [-1.359, -0.756, 0.123], [-2.426, -0.435, -0.800], [-1.820, -1.191, 1.389], [2.854, -1.621, 0.005], [3.954, -0.330, 0.473], [2.459, -0.589, 1.376], [2.202, 1.372, -0.164], [2.692, 0.374, -1.518], [0.691, -1.191, -1.072], [0.336, 0.441, -1.790], [0.323, -0.089, 1.223], [-1.318, 1.821, 1.173], [-0.988, 2.058, -0.548], [0.287, 2.326, 0.636], [-2.000, -0.082, -1.737], [-3.013, -1.337, -1.007], [-3.112, 0.337, -0.413], [-2.233, -2.116, 1.286], [-2.549, -0.573, 1.760]],
  "homo_lumo_gap_ev": 9.337,
  "lumo_ha": 0.0393,
  "smiles": "CCC[C@@H](C)N(C)N",
  "e_above_lowest_kj_mol": 173.4,
  "energy_ha": -347.6588,
  "e_homo_ev": -8.27
}

[6]
{
  "formula": "CH3LiORb",
  "method": "ωB97M-V/def2-TZVPD",
  "symbols": ["O", "C", "Li", "H", "H", "Rb", "H"],
  "xyz": [[0.224, 0.156, -0.766], [-0.962, 0.589, -1.206], [1.595, -0.134, -1.873], [-1.675, 1.006, -0.482], [-1.069, 0.865, -2.263], [0.850, -0.379, 2.269], [1.036, -2.103, 4.319]],
  "homo_lumo_gap_ev": [3.867, 3.797],
  "s2": 0.753,
  "lumo_ha": [-0.0585, -0.0610],
  "spin_multiplicity": 2,
  "e_above_lowest_kj_mol": 0.0,
  "energy_ha": -146.6085,
  "e_homo_ev": [-5.46, -5.46]
}

[7]
{
  "formula": "C16H19IrN2SSeTe",
  "method": "ωB97M-V/def2-TZVPD",
  "symbols": ["Ir", "C", "Te", "C", "H", "H", "H", "H", "H", "H", "S", "C", "N", "C", "Se", "N", "C", "C", "C", "C", "C", "C", "H", "H", "H", "H", "H", "H", "H", "H", "C", "C", "C", "C", "C", "C", "H", "H", "H", "H", "H"],
  "xyz": [[-0.015, -0.016, -0.795], [0.562, 1.786, -4.078], [0.028, -0.197, -3.533], [1.975, -1.024, -3.785], [0.598, 1.853, -5.161], [1.527, 2.022, -3.637], [-0.200, 2.449, -3.677], [2.707, -0.272, -3.506], [2.088, -1.311, -4.826], [2.076, -1.897, -3.145], [-1.004, 1.823, -0.496], [-0.766, -1.390, 3.163], [-1.966, -0.770, 2.619], [-2.397, -0.804, 1.354], [-1.630, -1.702, -0.129], [-3.545, -0.120, 1.278], [-3.860, 0.418, 2.516], [-4.913, 1.210, 2.954], [-4.903, 1.559, 4.290], [-3.884, 1.136, 5.157], [-2.836, 0.351, 4.718], [-2.848, 0.001, 3.374], [-0.270, -1.950, 2.378], [-1.051, -2.057, 3.975], [-0.093, -0.617, 3.530], [-4.033, 0.028, 0.408], [-5.695, 1.542, 2.286], [-5.701, 2.174, 4.680], [-3.920, 1.437, 6.195], [-2.049, 0.030, 5.386], [3.052, -1.052, 2.733], [2.540, 0.238, 2.678], [1.632, 0.598, 1.693], [1.227, -0.347, 0.747], [1.736, -1.646, 0.807], [2.660, -1.988, 1.789], [3.757, -1.326, 3.507], [2.855, 0.975, 3.405], [1.252, 1.610, 1.652], [1.424, -2.404, 0.096], [3.059, -2.994, 1.818]],
  "homo_lumo_gap_ev": [5.999, 6.491],
  "s2": 0.768,
  "lumo_ha": [-0.1593, -0.1555],
  "spin_multiplicity": 2,
  "charge": 1,
  "e_above_lowest_kj_mol": 86.9,
  "energy_ha": -3902.3267,
  "e_homo_ev": [-10.33, -10.72]
}

[8]
{
  "formula": "C6H13Br2N2",
  "method": "ωB97M-V/def2-TZVPD",
  "symbols": ["C", "C", "C", "C", "C", "C", "N", "N", "Br", "Br", "H", "H", "H", "H", "H", "H", "H", "H", "H", "H", "H", "H", "H"],
  "xyz": [[0.739, 1.489, 0.142], [-0.378, 1.923, -0.787], [0.588, 1.324, 1.475], [-0.917, 0.720, -1.598], [-2.253, -0.538, 0.189], [-1.252, -0.434, -0.715], [-2.492, -1.451, 1.156], [3.180, -1.659, 0.061], [-3.800, 0.819, 0.008], [-0.016, -1.795, -0.488], [2.413, -1.382, -0.581], [1.678, 1.017, -0.326], [-1.230, 2.335, -0.264], [-0.138, 2.655, -1.608], [1.361, 0.947, 2.163], [-0.306, 1.515, 2.232], [-1.779, 0.988, -2.279], [-0.195, 0.275, -2.213], [-1.960, -2.238, 1.193], [-3.418, -1.368, 1.514], [3.767, -0.874, 0.350], [3.760, -2.343, -0.522], [2.648, -1.927, 0.897]],
  "homo_lumo_gap_ev": 7.235,
  "lumo_ha": -0.1486,
  "charge": 1,
  "e_above_lowest_kj_mol": 280.2,
  "energy_ha": -5493.6257,
  "e_homo_ev": -11.28
}

[9]
{
  "formula": "C3H7NO",
  "method": "ωB97M-V/def2-TZVPD",
  "symbols": ["C", "C", "N", "C", "O", "H", "H", "H", "H", "H", "H", "H"],
  "xyz": [[1.517, 0.593, 0.654], [0.794, 0.459, -0.475], [-0.291, -0.360, -0.627], [-0.943, -0.933, 0.524], [-1.203, 0.854, -1.186], [1.306, 0.048, 1.557], [2.459, 1.113, 0.631], [1.151, 0.897, -1.398], [-1.118, -0.224, 1.339], [-0.326, -1.757, 0.888], [-1.909, -1.314, 0.192], [-1.437, 0.624, -2.099]],
  "homo_lumo_gap_ev": 9.810,
  "lumo_ha": 0.0328,
  "smiles": "C=CN(C)O",
  "e_above_lowest_kj_mol": 359.0,
  "energy_ha": -248.3898,
  "e_homo_ev": -8.92
}